Entry from the Open Molecules 2025 dataset: a 11-piece molecular cluster, C18H49N24O14 overall at a distorted geometry (the ωB97M-V functional and the def2-TZVPD basis).

```
! RIJCOSX wB97M-V def2-TZVPD def2/J DEFGRID3
* xyz 1 1
O -0.507 5.670 2.186
C -1.454 4.941 2.592
N -2.452 4.092 2.851
C -1.935 2.778 2.292
C -1.975 2.696 0.722
C -1.364 1.292 0.228
C -1.230 0.906 -1.334
C -0.334 1.955 -2.181
C 1.173 1.963 -1.587
O 1.888 0.866 -2.272
C -0.912 0.432 1.456
O -0.295 -0.853 1.118
N -0.973 -1.867 1.738
O -0.217 -2.350 2.546
N -1.007 0.704 2.859
N -1.513 1.862 3.284
H -2.350 3.508 0.003
H -2.284 0.829 -1.783
H -0.740 -0.151 -1.378
H -0.867 2.973 -2.130
H -0.265 1.550 -3.259
H 1.233 1.776 -0.447
H 1.636 2.986 -1.886
H 1.672 0.013 -1.827
H -0.678 0.005 3.564
C 3.691 2.574 1.238
O 2.715 1.906 0.920
N 4.714 2.820 0.391
N 3.829 3.121 2.468
H 5.523 3.364 0.633
H 4.648 2.427 -0.536
H 3.085 2.959 3.129
H 4.621 3.671 2.751
C -5.338 0.128 0.252
O -4.390 -0.105 -0.487
N -6.039 -0.850 0.868
N -5.767 1.385 0.516
H -6.819 -0.680 1.478
H -5.750 -1.802 0.697
H -5.270 2.142 0.075
H -6.542 1.597 1.119
C -0.811 6.185 7.092
O -0.600 6.493 8.252
N -1.424 5.029 6.741
N -0.453 6.969 6.048
H -1.606 4.758 5.792
H -1.707 4.414 7.488
H 0.006 7.841 6.264
H -0.619 6.732 5.087
C 4.015 -0.460 4.810
O 4.796 0.188 5.491
N 3.411 0.047 3.707
N 3.682 -1.739 5.094
H 2.768 -0.470 3.135
H 3.632 1.000 3.459
H 4.110 -2.156 5.906
H 3.043 -2.286 4.546
C 4.199 -4.610 2.888
O 4.068 -4.753 4.096
N 5.367 -4.823 2.247
N 3.179 -4.224 2.083
H 5.488 -4.708 1.255
H 6.153 -5.113 2.807
H 2.287 -4.054 2.521
H 3.265 -4.101 1.089
C -0.772 3.158 -5.641
O -0.892 3.032 -4.425
N 0.396 2.940 -6.284
N -1.797 3.525 -6.441
H 0.514 3.036 -7.277
H 1.186 2.664 -5.721
H -2.686 3.696 -5.999
H -1.718 3.632 -7.437
C -4.194 -4.422 2.886
O -4.673 -4.640 1.783
N -3.058 -3.705 3.060
N -4.756 -4.878 4.029
H -2.647 -3.514 3.956
H -2.609 -3.349 2.228
H -5.604 -5.417 3.942
H -4.378 -4.710 4.945
C -0.226 -3.151 -2.630
O 0.938 -2.786 -2.539
N -0.816 -3.422 -3.816
N -1.025 -3.315 -1.549
H -1.770 -3.722 -3.911
H -0.253 -3.311 -4.645
H -0.620 -3.122 -0.648
H -1.984 -3.613 -1.600
C 5.588 -5.018 -2.018
O 5.463 -5.167 -0.809
N 6.758 -5.232 -2.662
N 4.567 -4.627 -2.815
H 6.882 -5.116 -3.651
H 7.544 -5.525 -2.102
H 3.677 -4.457 -2.372
H 4.650 -4.500 -3.807
C -3.136 0.864 -8.317
O -1.974 1.229 -8.228
N -3.729 0.594 -9.503
N -3.934 0.697 -7.235
H -4.682 0.293 -9.597
H -3.167 0.706 -10.333
H -3.529 0.888 -6.332
H -4.892 0.398 -7.287
*
```

Calculated values
Gap between HOMO and LUMO, eV: 5.5
LUMO, hartree: -0.19913

Atomic partial charges in e from the Mulliken method, atoms 1 to 2: -0.4367, 0.7579

Entry from the Open Molecules 2025 dataset: a 2-piece molecular cluster, C5H13O4Si overall at a distorted geometry (the ωB97M-V functional and the def2-TZVPD basis).

```
! RIJCOSX wB97M-V def2-TZVPD def2/J DEFGRID3
* xyz 1 1
C 0.749 1.396 -2.195
C 1.641 0.214 -1.949
C -0.553 1.408 2.591
C -2.594 -1.618 0.390
C 1.851 -1.079 0.176
O -0.639 0.933 -1.891
O 0.273 0.941 1.653
O -1.509 -1.354 -0.449
O 1.049 -0.337 -0.737
Si -0.669 0.014 -0.558
H 0.952 2.260 -1.587
H 0.507 1.686 -3.290
H 1.454 -0.674 -2.622
H 2.609 0.596 -1.663
H -1.156 2.350 2.422
H 0.126 1.509 3.377
H -1.374 0.679 2.977
H -3.111 -0.787 0.754
H -2.210 -2.117 1.342
H -3.382 -2.210 -0.114
H 2.291 -0.352 0.774
H 1.261 -1.631 0.884
H 2.434 -1.827 -0.285
*
```

Calculated values
Gap between HOMO and LUMO (spin up / spin down), eV: 7.6 / 7.6
LUMO (spin up / spin down), hartree: -0.19645 / -0.19634

Atomic partial charges in e from the Mulliken method, atoms 1 to 2: -0.3819, -0.1898

Entry from the Open Molecules 2025 dataset: C7H7N3O4P as an isolated structure at a distorted geometry (the ωB97M-V functional and the def2-TZVPD basis).

```
! RIJCOSX wB97M-V def2-TZVPD def2/J DEFGRID3
* xyz -1 1
C -1.874 0.603 -0.359
C -2.316 -0.372 0.494
C -0.483 0.570 -0.775
C 0.432 0.287 0.459
C -1.441 -1.299 1.145
C -0.556 2.130 1.539
C 0.051 -1.143 0.870
N -0.071 0.655 -1.946
N 0.315 1.186 1.519
N 2.401 -1.271 -2.017
O 1.796 0.302 0.027
O -1.839 -2.213 1.863
O -0.800 2.992 2.359
O 3.238 1.174 -1.934
P 2.141 0.304 -1.518
H -2.566 1.200 -0.933
H -3.368 -0.451 0.731
H -1.275 2.083 0.593
H 0.326 -1.828 0.062
H 0.606 -1.424 1.769
H 1.970 -2.041 -1.539
H 3.311 -1.444 -2.409
*
```

Calculated values
Gap between HOMO and LUMO (spin up / spin down), eV: 7.3 / 7.3
LUMO (spin up / spin down), hartree: 0.10281 / 0.10282

Atomic partial charges in e from the Mulliken method, atoms 1 to 2: -0.9020, -0.2221

Relative energy (zero: lowest compared OMol25 entry of this formula, charge and spin)
In order: 133.2 94.7 0.0
Unit: kcal per mole